Here is BaCl5O20 as an isolated structure in a non-equilibrium geometry from the Open Molecules 2025 dataset. Energies are from ωB97M-V/def2-TZVPD.

Properties
HOMO energy = -2.27 eV
E_tot = -3830.1374 Ha
Gap between HOMO and LUMO = 8.94 eV
Relative energy (zero: lowest compared OMol25 entry of this formula, charge and spin) = 16.2 kcal per mole
Charge = -3

CARTESIAN COORDINATES (ANGSTROEM)
Ba: -0.41338 -0.11594 0.31531
Cl: 0.24313 -3.62773 -1.50288
O: 1.03936 -3.08943 -2.62593
O: -0.08495 -2.65229 -0.39172
O: -1.02668 -3.97153 -2.07967
O: 0.70379 -4.81809 -0.76094
Cl: -2.26537 0.96934 -2.25455
O: -0.82191 0.73253 -2.31510
O: -2.77184 0.64209 -0.90487
O: -2.62305 2.32874 -2.45493
O: -3.05177 0.17475 -3.18482
Cl: -1.04233 3.19858 1.56487
O: 0.36580 3.03709 1.61476
O: -1.36360 3.88389 0.41930
O: -1.79068 1.92099 1.51647
O: -1.27117 4.03716 2.75648
Cl: 4.39785 1.25723 -1.45461
O: 4.81439 2.11721 -0.33630
O: 4.78798 1.90325 -2.71228
O: 4.95644 -0.06869 -1.37741
O: 2.92065 1.10664 -1.46249
Cl: -1.15646 -1.79358 3.55721
O: -2.24775 -0.92278 3.46750
O: -1.58009 -3.06953 3.05449
O: -0.08108 -1.30479 2.61935
O: -0.63728 -1.87509 4.93275



Here is the molecule C2H5ClN2 in a non-equilibrium geometry from the Open Molecules 2025 dataset. Energies are from ωB97M-V/def2-TZVPD.

Properties
HOMO energy = -9.43 eV
E_tot = -648.9039 Ha
Gap between HOMO and LUMO = 10.32 eV
Relative energy (zero: lowest compared OMol25 entry of this formula, charge and spin) = 0.0 kcal per mole
SMILES = [H]/N=C(\N)CCl
Charge = 0

CARTESIAN COORDINATES (ANGSTROEM)
H: -2.21697 -0.19718 -0.56667
N: -1.40171 -0.80207 -0.35440
C: -0.38003 -0.04481 -0.04079
N: -0.31569 1.26696 0.09934
C: 0.80991 -0.84466 0.26658
Cl: 2.29812 0.02473 -0.25052
H: -1.08851 1.83182 -0.27694
H: 0.66488 1.62221 -0.00193
H: 0.79141 -1.85667 -0.25094
H: 0.83859 -1.00033 1.37628



Here is the molecule C5H6O2 from the Open Molecules 2025 dataset. Energies are from ωB97M-V/def2-TZVPD.

Properties
HOMO energy = -9.61 eV
E_tot = -344.4898 Ha
Gap between HOMO and LUMO = 9.66 eV
Relative energy (zero: lowest compared OMol25 entry of this formula, charge and spin) = 70.4 kcal per mole
Charge = 0

CARTESIAN COORDINATES (ANGSTROEM)
C: -1.76114 0.20424 -0.09131
C: 0.54489 -1.65857 0.05585
C: -0.35323 0.70745 0.19841
C: 0.69409 -0.21022 -0.44649
C: 2.07826 -0.30164 0.20338
O: 3.09836 0.27158 0.35148
O: 1.74893 -1.63832 0.65304
H: -2.47045 0.83952 0.44046
H: -1.91582 -0.83447 0.22675
H: -1.98006 0.24923 -1.16377
H: -0.18597 0.74244 1.28418
H: -0.23149 1.73067 -0.17344
H: 0.73362 -0.10190 -1.53855



Here is C4H37N2O13 as an isolated structure in a non-equilibrium geometry from the Open Molecules 2025 dataset. Energies are from ωB97M-V/def2-TZVPD.

Properties
HOMO energy = -11.70 eV
E_tot = -1261.8701 Ha
Gap between HOMO and LUMO = 9.11 eV
Relative energy (zero: lowest compared OMol25 entry of this formula, charge and spin) = 116.5 kcal per mole
Charge = +1

CARTESIAN COORDINATES (ANGSTROEM)
N: -2.57415 1.47522 2.41690
C: -2.37379 -0.08710 2.44860
C: -0.86614 -0.41003 2.03563
N: -0.15798 0.53001 1.13916
C: -0.39841 0.43865 -0.28461
C: -1.48472 1.26158 -0.92244
O: -2.79622 1.36327 -0.25377
H: -2.94796 1.61283 1.43381
H: -1.71752 2.18724 2.46731
H: -3.22305 1.78493 3.10884
H: -2.41452 -0.34560 3.52337
H: -2.96052 -0.73240 1.77782
H: -0.28591 -0.20313 2.97123
H: -0.81545 -1.39993 1.63715
H: -0.09893 1.49129 1.43058
H: 0.57495 0.83027 -0.63407
H: -0.66530 -0.58969 -0.57153
H: -1.78845 0.92224 -1.88968
H: -1.42231 2.40728 -0.88274
H: -3.27274 0.50873 -0.18124
H: 2.02944 -0.53760 -0.84346
H: 2.92460 -0.48554 -2.13101
O: 2.96374 -0.44255 -1.14750
H: -1.06456 -0.56589 -2.93228
H: -2.29691 -0.95423 -3.71398
O: -1.92855 -1.00694 -2.82199
H: 1.94171 0.99926 -4.46500
H: 2.04894 1.75122 -3.01256
O: 1.58562 1.04363 -3.55428
H: -2.71286 -1.82211 -0.93213
H: -1.39660 -2.60020 -0.61151
O: -2.27283 -2.33667 -0.25996
H: 2.29632 2.51553 1.59686
H: 1.58766 3.61803 0.92092
O: 1.71804 3.26140 1.81344
H: -0.69455 2.67285 3.57609
H: -0.08504 3.16763 2.28217
O: -0.83180 2.60145 2.63217
H: -2.08845 -3.68914 2.51139
H: -2.64618 -2.56678 1.46327
O: -2.47624 -2.80494 2.37511
H: 2.18448 0.43435 1.43891
H: 3.44751 -0.18497 2.04456
O: 2.93268 0.60640 1.99103
H: 2.44921 1.46094 -0.73965
H: 3.18062 2.53602 -1.76282
O: 2.36102 2.21609 -1.36945
H: 0.80831 -2.34688 -1.54238
H: 0.89463 -3.42923 -0.36199
O: 0.51922 -2.56906 -0.63304
H: 1.20829 -1.87215 -3.93174
H: 1.28073 -0.59672 -3.09575
O: 1.27609 -1.57796 -3.02532
H: 3.73387 -3.47390 -0.62512
H: 3.07168 -2.24889 -1.20049
O: 2.90757 -3.18560 -1.04139



Here is CH5FSi as an isolated structure in a non-equilibrium geometry from the Open Molecules 2025 dataset. Energies are from ωB97M-V/def2-TZVPD.

Properties
2S+1 = 3
HOMO energy (spin up / spin down) = -5.35 / -11.93 eV
E_tot = -430.2044 Ha
Gap between HOMO and LUMO (spin up / spin down) = 6.37 / 9.49 eV
Relative energy (zero: lowest compared OMol25 entry of this formula, charge and spin) = 0.0 kcal per mole
Charge = 0

CARTESIAN COORDINATES (ANGSTROEM)
C: -1.50317 0.45624 -0.14418
F: -2.27975 -0.70003 0.00094
Si: 0.78599 -0.52554 0.09558
H: -1.57956 1.06725 -0.96745
H: -1.83143 0.99995 0.67016
H: 1.02685 -0.27409 1.51037
H: 1.31830 0.51871 -0.87142
H: 0.58054 -1.96423 -0.50727



Here is the molecule C9H11N5 in a non-equilibrium geometry from the Open Molecules 2025 dataset. Energies are from ωB97M-V/def2-TZVPD.

Properties
HOMO energy = -9.42 eV
E_tot = -623.2383 Ha
Gap between HOMO and LUMO = 10.01 eV
Relative energy (zero: lowest compared OMol25 entry of this formula, charge and spin) = 91.7 kcal per mole
SMILES = C[C@](N)(c1ccccc1)c1nnn[nH]1
Charge = 0

CARTESIAN COORDINATES (ANGSTROEM)
C: -1.62204 -1.65257 0.05065
C: -0.28443 -1.16761 -0.17360
N: 0.71858 -2.07042 0.19296
C: -0.02469 0.13944 0.53665
C: -0.34411 1.35248 -0.01102
C: -0.12460 2.62598 0.59785
C: 0.53021 2.60053 1.77998
C: 0.85970 1.39126 2.46783
C: 0.59787 0.17635 1.79619
C: -0.10917 -0.72518 -1.64966
N: -1.08904 -0.33366 -2.49896
N: -0.55144 0.04495 -3.62574
N: 0.74895 -0.11759 -3.60597
N: 1.03730 -0.61643 -2.43983
H: -1.74701 -2.65877 -0.59216
H: -2.48435 -1.06844 -0.34360
H: -1.68548 -1.89359 1.09981
H: 0.50771 -2.61348 1.00561
H: 1.56363 -1.51248 0.41298
H: -0.75655 1.27308 -0.93330
H: -0.58982 3.56016 0.21234
H: 0.88911 3.58604 2.13988
H: 1.24340 1.49511 3.39548
H: 0.88598 -0.80967 2.22600
H: 1.83031 -1.00549 -2.04039